[1]
Formula: C32H31CaCl2NO3S2Sb
Source: OMol25
Level of theory: ωB97M-V/def2-TZVPD

The relative energy (zero: lowest compared OMol25 entry of this formula, charge and spin) is 10.94 kcal/mol. The calculation puts the energy at -113013.379 eV. As for the HOMO energy: -3.019 eV. Its charge is -1.

XYZ file:
```
73
C32H31CaCl2NO3S2Sb ωB97M-V/def2-TZVPD
Ca 2.110 1.226 1.025
Cl -2.430 3.449 -0.534
C -0.947 4.315 -0.265
C -0.952 5.705 -0.397
C 0.188 6.435 -0.205
Cl 0.140 8.171 -0.382
C 1.396 5.788 0.135
C 2.625 6.448 0.351
C 3.739 5.728 0.683
C 3.635 4.333 0.809
N 2.507 3.692 0.610
C 1.386 4.377 0.273
C 0.195 3.574 0.065
O 0.228 2.304 0.185
H -1.878 6.200 -0.657
H 2.666 7.525 0.251
H 4.691 6.212 0.852
H 4.485 3.713 1.078
S 2.161 -1.268 1.978
Sb -1.656 -1.096 0.084
C -2.085 -2.428 1.715
C -1.012 -3.052 2.351
C -1.239 -3.979 3.362
C -2.534 -4.284 3.754
C -3.607 -3.654 3.137
C -3.383 -2.733 2.121
C -1.969 -2.586 -1.444
C -1.919 -2.174 -2.776
C -2.105 -3.080 -3.811
C -2.332 -4.420 -3.527
C -2.374 -4.844 -2.207
C -2.198 -3.932 -1.173
C -3.668 -0.336 -0.017
C -3.989 0.730 0.822
C -5.271 1.263 0.842
C -6.252 0.741 0.011
C -5.944 -0.314 -0.837
C -4.662 -0.850 -0.847
H 0.010 -2.787 2.090
H -0.394 -4.451 3.849
H -2.709 -5.004 4.544
H -4.621 -3.880 3.444
H -4.230 -2.254 1.644
H -1.729 -1.132 -3.014
H -2.066 -2.741 -4.840
H -2.470 -5.131 -4.332
H -2.546 -5.890 -1.979
H -2.239 -4.273 -0.145
H -3.228 1.165 1.461
H -5.499 2.093 1.499
H -7.251 1.159 0.019
H -6.705 -0.724 -1.491
H -4.438 -1.680 -1.508
C 1.603 -2.206 -1.096
O 2.335 -1.056 -0.733
C 3.192 -1.165 0.443
C 4.039 -2.419 0.398
H 1.033 -2.594 -0.244
H 2.260 -3.001 -1.461
H 0.915 -1.926 -1.894
H 3.456 -3.343 0.473
H 4.726 -2.399 1.244
H 4.644 -2.457 -0.521
C 6.578 1.378 0.010
S 5.037 0.319 0.207
C 4.447 0.818 -1.428
O 4.413 1.266 1.245
H 6.329 2.422 -0.192
H 7.205 0.978 -0.793
H 7.120 1.308 0.953
H 5.059 0.314 -2.176
H 4.560 1.898 -1.528
H 3.418 0.493 -1.564
```

=====

[2]
Formula: C19H28N3O4S
Source: OMol25
Level of theory: ωB97M-V/def2-TZVPD

The calculation puts the energy at -43643.592 eV. As for the HOMO energy: -11.009 eV. Its charge is +1.

XYZ file:
```
55
C19H28N3O4S ωB97M-V/def2-TZVPD
O 0.856 -5.181 -6.625
C 0.869 -4.225 -5.933
O 0.980 -2.982 -6.469
C 0.798 -4.292 -4.419
C 1.493 -5.576 -3.954
C 1.997 -5.562 -2.482
C 1.359 -4.540 -1.576
C 2.229 -3.608 -0.920
C 1.773 -2.663 -0.052
O 2.642 -1.781 0.572
C 0.374 -2.606 0.229
N -0.239 -1.780 1.078
S -1.809 -2.170 0.977
N -1.767 -3.356 -0.098
C -0.483 -3.511 -0.442
C 0.014 -4.485 -1.345
H 0.612 -2.369 -5.822
H -0.266 -4.387 -4.201
H 1.193 -3.394 -3.953
H 2.371 -5.703 -4.579
H 0.883 -6.455 -4.118
H 1.835 -6.542 -2.039
H 3.070 -5.396 -2.491
H 3.286 -3.663 -1.125
H 2.732 -1.022 -0.013
H -0.657 -5.173 -1.836
C 0.259 2.613 3.678
C 0.013 2.541 2.149
C 0.769 3.667 1.426
C 0.166 5.058 1.630
C -1.322 5.085 1.278
C -2.150 4.019 2.011
N -1.465 2.676 1.832
O -1.740 2.177 0.779
C -2.293 4.381 3.502
C -3.577 3.984 1.467
C 0.546 1.180 1.711
H 1.111 1.998 3.950
H 0.480 3.619 4.027
H -0.593 2.233 4.243
H 0.795 3.449 0.353
H 1.801 3.651 1.773
H 0.318 5.396 2.657
H 0.695 5.771 0.997
H -1.746 6.060 1.513
H -1.433 4.948 0.197
H -2.766 3.573 4.061
H -2.924 5.261 3.601
H -1.351 4.625 3.987
H -3.610 3.849 0.386
H -4.065 4.929 1.687
H -4.157 3.184 1.929
H 0.001 0.366 2.181
H 1.590 1.093 2.001
H 0.505 1.037 0.631
```

=====

[3]
Formula: BF4H18O9
Source: OMol25
Level of theory: ωB97M-V/def2-TZVPD

The relative energy (zero: lowest compared OMol25 entry of this formula, charge and spin) is 17.17 kcal/mol. The calculation puts the energy at -30275.664 eV. As for the HOMO energy: -6.981 eV. Its charge is -1.

XYZ file:
```
32
BF4H18O9 ωB97M-V/def2-TZVPD
B -0.282 -0.979 -1.161
F 0.400 -0.149 -0.226
F -1.241 -0.164 -1.739
F 0.642 -1.437 -2.098
F -0.875 -2.000 -0.486
O 2.732 -1.618 0.721
H 2.182 -0.945 0.306
H 2.174 -2.348 1.033
O -3.052 -3.289 1.432
H -2.764 -3.342 0.543
H -2.277 -2.954 1.936
O -0.619 2.820 0.144
H -0.143 2.270 0.818
H -0.747 2.361 -0.672
O 2.658 1.753 0.843
H 3.388 2.248 0.524
H 2.385 1.314 0.031
O -3.435 0.354 -0.379
H -2.694 -0.048 -0.783
H -3.113 0.584 0.521
O 0.541 1.220 2.144
H 0.799 1.387 3.066
H 1.354 1.316 1.615
O -0.773 -2.042 2.175
H -1.186 -1.126 2.340
H -0.828 -2.228 1.256
O 2.715 0.158 -1.719
H 2.593 1.002 -2.158
H 1.983 -0.434 -1.941
O -0.551 2.287 -2.493
H -1.205 2.639 -3.053
H -0.760 1.390 -2.541
```

=====

[4]
Formula: C3H5N2
Source: OMol25
Level of theory: ωB97M-V/def2-TZVPD

The relative energy (zero: lowest compared OMol25 entry of this formula, charge and spin) is 90.58 kcal/mol. The calculation puts the energy at -6161.965 eV. As for the HOMO energy: -16.456 eV. Its charge is +1.

XYZ file:
```
10
C3H5N2 ωB97M-V/def2-TZVPD
C 1.080 -1.031 -0.241
C 0.785 0.132 0.410
C -0.055 1.114 0.016
N -2.837 -0.417 -0.096
N -1.794 -0.255 -0.356
H 1.914 -1.683 0.060
H 0.418 -1.268 -1.103
H 1.118 0.061 1.568
H -0.722 1.682 0.630
H 0.093 1.664 -0.886
```

=====

[5]
Formula: C8H10N3S
Source: OMol25
Level of theory: ωB97M-V/def2-TZVPD

The relative energy (zero: lowest compared OMol25 entry of this formula, charge and spin) is 7.22 kcal/mol. The calculation puts the energy at -23756.236 eV. As for the HOMO energy: -12.773 eV. Its charge is +1.

XYZ file:
```
22
C8H10N3S ωB97M-V/def2-TZVPD
C -2.054 1.139 -0.109
C -3.654 -0.250 -0.035
C -1.306 0.019 -0.430
C 2.275 0.895 -1.019
C 2.833 -0.401 -1.052
C 0.942 1.055 -0.825
C 2.045 -1.453 -0.784
C 0.081 -0.072 -0.548
N -3.357 0.992 0.092
N 0.007 0.098 2.142
N 0.759 -1.248 -0.460
S -2.401 -1.341 -0.481
H -1.838 2.216 -0.152
H -4.623 -0.571 0.312
H 2.882 1.694 -1.078
H 3.803 -0.691 -1.155
H 0.551 2.131 -0.802
H 2.440 -2.417 -0.727
H 0.476 0.867 2.582
H 0.662 -0.628 2.298
H 0.287 -2.125 -0.456
H -0.810 0.093 2.689
```

=====

[6]
Formula: C22H30N2OP2PdS2
Source: OMol25
Level of theory: ωB97M-V/def2-TZVPD

The relative energy (zero: lowest compared OMol25 entry of this formula, charge and spin) is 0.00 kcal/mol. The calculation puts the energy at -72057.056 eV. As for the HOMO energy: 0.296 eV. Its charge is -2.

XYZ file:
```
60
C22H30N2OP2PdS2 ωB97M-V/def2-TZVPD
Pd -0.792 -0.831 0.689
C 3.066 1.169 -0.517
C 1.641 1.277 0.010
N 0.693 0.615 -0.576
N 1.056 0.106 -1.824
C 0.392 -0.886 -2.302
S -0.751 -1.945 -1.632
S 0.814 -1.232 -4.036
C 1.531 0.345 -4.562
C 0.534 1.471 -4.666
C -0.410 1.484 -5.689
C -1.336 2.511 -5.794
C -1.339 3.541 -4.862
C -0.411 3.531 -3.830
C 0.520 2.506 -3.735
C 1.438 2.106 1.205
C 2.523 2.875 1.661
C 2.510 3.684 2.782
C 1.330 3.724 3.545
C 0.236 3.013 3.145
C 0.175 2.222 1.925
O -0.912 1.714 1.581
H 3.137 0.352 -1.226
H 3.768 0.994 0.299
H 3.381 2.088 -1.024
H 1.960 0.149 -5.548
H 2.333 0.614 -3.877
H -0.431 0.660 -6.395
H -2.069 2.498 -6.593
H -2.076 4.333 -4.926
H -0.427 4.305 -3.073
H 1.213 2.471 -2.904
H 3.447 2.857 1.098
H 3.387 4.256 3.061
H 1.285 4.320 4.454
H -0.689 3.033 3.714
C 1.657 -2.315 3.476
P 0.478 -2.270 2.031
C 1.320 -3.570 1.023
C -0.819 -3.342 2.829
C -2.052 -3.470 1.936
P -2.695 -1.778 1.496
C -3.770 -1.559 3.009
C -4.050 -2.337 0.365
H 1.835 -3.330 3.851
H 1.250 -1.698 4.280
H 2.611 -1.876 3.175
H 1.561 -4.470 1.601
H 2.240 -3.153 0.608
H 0.674 -3.813 0.179
H -1.091 -2.845 3.768
H -0.398 -4.319 3.096
H -2.828 -4.089 2.403
H -1.774 -3.939 0.985
H -4.436 -2.407 3.200
H -4.367 -0.653 2.885
H -3.124 -1.407 3.877
H -4.636 -3.172 0.765
H -3.599 -2.627 -0.586
H -4.716 -1.493 0.172
```

=====

Frontier orbital gap, respectively: 5.286; 4.348; 9.898; 8.935; 8.098; 4.286 eV.